# C24H37GeN6O2Si3Ti

A molecular structure, C24H37GeN6O2Si3Ti (wB97M-V/def2-TZVPD, OMol25).

Each line ends with the Mulliken charge.
Geometry (Å):
Ti  0.17783  -0.77872  0.62500  -0.36
O  -0.26409  -2.97331  -3.34227  -0.38
C  -0.92530  -4.05271  -2.84667  0.92
C  -1.58642  -4.94752  -3.68042  -0.76
C  -2.22374  -6.05504  -3.14864  -0.51
C  -2.20444  -6.28984  -1.78028  -0.83
C  -1.54472  -5.39994  -0.95245  -0.60
C  -0.90868  -4.27235  -1.46780  -0.11
C  -0.26206  -3.32840  -0.53622  0.74
O  -0.34400  -2.04605  -0.77027  -0.24
N  0.33818  -3.81992  0.51670  -1.32
N  0.77349  -2.76246  1.27362  0.84
C  1.35210  -2.95366  2.38997  -0.66
C  1.74208  -1.73510  3.09837  0.88
C  2.31575  -1.74921  4.35746  -1.00
C  2.62065  -0.54234  4.96535  -0.36
C  2.34344  0.63804  4.29754  -0.98
C  1.76243  0.57303  3.04225  0.05
N  1.46338  -0.58255  2.44845  0.55
H  -0.37059  -2.94535  -4.29890  0.28
H  -1.59403  -4.77084  -4.75033  0.33
H  -2.73934  -6.73843  -3.81091  0.38
H  -2.70387  -7.15279  -1.36295  0.39
H  -1.51965  -5.55502  0.11761  0.46
H  1.53061  -3.94687  2.79045  0.39
H  2.50683  -2.69255  4.84994  0.47
H  3.06487  -0.52665  5.95165  0.44
H  2.56047  1.60277  4.73333  0.49
H  1.51694  1.46684  2.48781  -0.12
C  0.39691  3.85123  2.70427  -1.11
Si  -0.45874  3.74038  1.03119  0.59
C  0.01489  5.27032  0.05764  -1.06
C  -2.30777  3.73103  1.32660  -1.11
Ge  0.10650  1.75823  -0.12639  0.57
Si  -1.38395  1.53351  -1.97868  0.58
C  -1.80810  3.20989  -2.70741  -1.16
C  -2.97395  0.72417  -1.40447  -0.97
C  -0.65861  0.45247  -3.32931  -0.38
Si  2.29096  1.58490  -0.98127  0.23
C  3.60632  1.99107  0.30430  -1.11
C  2.46700  -0.27200  -1.35302  -1.06
C  2.77142  2.51177  -2.53870  -1.10
H  0.18525  4.82372  3.15763  0.47
H  1.48289  3.75508  2.62034  0.28
H  0.02842  3.08212  3.38773  0.24
H  -0.17904  6.17207  0.64533  0.38
H  -0.55721  5.33787  -0.86995  0.28
H  1.07484  5.25792  -0.20639  0.28
H  -2.62776  4.63039  1.85958  0.40
H  -2.59736  2.85935  1.91764  0.31
H  -2.85482  3.68692  0.38219  0.24
H  -2.32550  3.83471  -1.97529  0.25
H  -2.46879  3.08691  -3.57049  0.37
H  -0.91384  3.74486  -3.03434  0.29
H  -3.45856  1.30857  -0.61909  0.28
H  -2.78540  -0.27574  -1.00623  0.16
H  -3.67517  0.62771  -2.23871  0.41
H  0.28700  0.83749  -3.71522  0.24
H  -1.36626  0.40048  -4.16265  0.42
H  -0.49745  -0.56363  -2.95952  -0.37
H  3.60281  1.27933  1.13255  0.29
H  3.46443  2.99235  0.71870  0.26
H  4.59848  1.95867  -0.15491  0.42
H  2.16629  -0.98305  -0.56426  0.41
H  3.52578  -0.50591  -1.50914  0.60
H  1.92485  -0.56859  -2.25297  0.20
H  2.89454  3.57234  -2.30394  0.30
H  2.01215  2.43236  -3.31782  0.29
H  3.71922  2.14437  -2.94154  0.36
N  -3.10518  -3.66352  4.60238  -0.54
C  -3.21976  -2.84877  3.79095  0.47
N  -3.41328  -1.90438  2.86452  -0.71
C  -2.38403  -1.39658  2.32586  0.71
N  -1.47856  -0.86545  1.79491  -0.29

## Properties
Charge: 0
Spin multiplicity: 2
Highest occupied orbital energy (alpha / beta) in eV: -7.54 / -7.48
HOMO-LUMO gap (alpha / beta) in eV: 6.297 / 6.104


# C10H17N2P

2 unconnected molecules or ions with the total composition C10H17N2P (wB97M-V/def2-TZVPD, OMol25).

Each line ends with the Mulliken charge.
Geometry (Å):
C  -1.05861  -0.51027  0.18408  -0.28
C  0.12374  -0.00320  0.56690  0.29
C  1.44145  -0.90621  -1.40095  0.75
C  -2.27209  -0.53660  1.05472  -0.82
C  0.32745  0.62138  1.91818  -0.76
C  -2.15551  0.50356  2.16268  -0.62
C  -0.82012  0.32683  2.87742  -0.85
C  1.70061  -2.21782  -0.70136  -1.27
C  1.39910  0.25604  -3.48029  -0.98
C  1.19481  0.17896  -0.40357  -0.08
N  1.54100  -0.89538  -2.65045  -0.61
N  0.60868  1.89474  -1.23307  -0.43
P  -0.92145  2.03205  -1.18110  0.10
H  -1.15510  -0.94840  -0.80230  0.47
H  -3.15683  -0.34673  0.44289  0.34
H  -2.39213  -1.53305  1.49446  0.31
H  1.27414  0.27451  2.34222  0.31
H  0.41724  1.70518  1.77242  0.31
H  -2.20082  1.50542  1.72589  0.27
H  -2.98335  0.40123  2.86636  0.33
H  -0.74619  -0.70121  3.24064  0.33
H  -0.75656  0.99376  3.74063  0.36
H  1.93343  -2.98042  -1.43576  0.39
H  2.54372  -2.09998  -0.02011  0.32
H  0.83667  -2.51960  -0.11331  0.31
H  1.35701  1.19934  -2.92403  0.47
H  0.48769  0.14374  -4.06941  0.27
H  2.24447  0.26846  -4.16950  0.31
H  2.12308  0.58179  -0.00763  0.43
H  -0.93551  3.31187  -1.79663  0.05

## Properties
Charge: 0
Spin multiplicity: 1
Highest occupied orbital energy in eV: -8.63
HOMO-LUMO gap in eV: 8.669


Respective electronic energy values: -5210.75353; -841.97115 hartree.
Respective relative energy (zero: lowest compared OMol25 entry of this formula, charge and spin) values: 70.38; 324.79 kJ/mol.
Respective maximum force values: 0.0119; 0.0703 Eh/bohr.